Record 1
Entry from the Open Molecules 2025 dataset: a cluster of 7 separate species, C22H51N8O8P in total (the ωB97M-V functional and the def2-TZVPD basis).

Cartesian coordinates (Å):
1 N -4.233 3.002 -2.189
2 P -4.149 1.477 -2.928
3 O -3.338 0.600 -1.806
4 C -5.824 0.765 -2.601
5 C -6.931 1.302 -3.542
6 C -7.502 2.446 -2.708
7 C -7.371 1.949 -1.288
8 O -8.011 2.298 -0.334
9 N -6.355 0.952 -1.224
10 H -4.098 3.779 -2.818
11 H -4.915 3.200 -1.471
12 H -2.487 0.297 -2.171
13 H -5.682 -0.305 -2.766
14 H -7.657 0.511 -3.729
15 H -6.517 1.666 -4.482
16 H -6.808 3.287 -2.801
17 H -8.491 2.823 -2.949
18 H -6.841 0.109 -0.935
19 C -1.379 -1.609 -0.073
20 C -0.359 -0.966 -0.978
21 O -0.685 -0.231 -1.912
22 N 0.941 -1.203 -0.719
23 C 1.497 -2.009 0.355
24 H -2.369 -1.314 -0.409
25 H -1.290 -2.696 -0.098
26 H -1.234 -1.273 0.954
27 H 1.580 -0.749 -1.353
28 H 2.115 -1.390 1.007
29 H 2.091 -2.827 -0.052
30 H 0.707 -2.445 0.954
31 C 2.174 -6.681 3.207
32 C 2.300 -5.392 2.431
33 O 1.418 -4.999 1.684
34 N 3.438 -4.661 2.600
35 C 4.578 -4.962 3.438
36 H 1.220 -7.133 2.950
37 H 2.979 -7.375 2.958
38 H 2.213 -6.483 4.280
39 H 3.456 -3.808 2.064
40 H 4.731 -4.185 4.189
41 H 5.490 -5.051 2.845
42 H 4.417 -5.904 3.953
43 C 0.680 2.090 0.527
44 C 0.983 1.822 1.984
45 O 0.901 0.693 2.448
46 N 1.361 2.870 2.754
47 C 1.510 4.260 2.365
48 H 0.396 1.136 0.100
49 H -0.138 2.800 0.402
50 H 1.559 2.480 0.011
51 H 1.554 2.622 3.712
52 H 2.529 4.610 2.524
53 H 0.845 4.900 2.944
54 H 1.266 4.380 1.314
55 C -2.001 -6.673 3.597
56 C -1.638 -7.358 2.300
57 O -0.629 -8.035 2.190
58 N -2.474 -7.184 1.243
59 C -3.697 -6.413 1.186
60 H -1.232 -6.912 4.326
61 H -2.047 -5.591 3.468
62 H -2.966 -7.018 3.970
63 H -2.167 -7.655 0.407
64 H -4.548 -7.045 0.926
65 H -3.623 -5.615 0.445
66 H -3.896 -5.959 2.151
67 C 5.363 6.520 3.809
68 C 4.500 6.865 2.615
69 O 3.297 7.038 2.722
70 N 5.115 6.975 1.408
71 C 6.518 6.805 1.096
72 H 4.719 6.474 4.681
73 H 5.856 5.557 3.673
74 H 6.131 7.277 3.972
75 H 4.486 7.209 0.656
76 H 6.941 7.719 0.677
77 H 6.665 5.998 0.376
78 H 7.072 6.558 1.997
79 C 1.728 1.985 -7.042
80 C 2.552 2.006 -5.773
81 O 3.744 2.267 -5.785
82 N 1.910 1.719 -4.612
83 C 0.512 1.389 -4.398
84 H 2.387 2.233 -7.868
85 H 1.292 1.000 -7.212
86 H 0.918 2.714 -6.996
87 H 2.514 1.751 -3.806
88 H 0.046 2.115 -3.730
89 H 0.405 0.407 -3.942
90 H -0.021 1.401 -5.344

The net charge is 0. Its spin multiplicity is 1. The HOMO-LUMO gap is 9.16 eV. As for the SMILES: NP(O)[C@@H]1CCC(=O)N1.CNC(C)=O.CNC(C)=O.CNC(C)=O.CNC(C)=O.CNC(C)=O.CNC(C)=O. Its max |F| is 1.12 eV/A.

Record 2
Entry from the Open Molecules 2025 dataset: a cluster of 9 separate species, C22H52ClO13P in total (the ωB97M-V functional and the def2-TZVPD basis).

Cartesian coordinates (Å):
1 O -1.961 -0.164 1.382
2 C -1.121 -0.281 0.340
3 C -1.705 -0.430 -1.191
4 C -0.823 0.071 -2.296
5 O -1.322 -0.100 -3.675
6 C 0.656 0.752 -1.913
7 O 1.210 1.651 -2.736
8 C 1.437 0.280 -0.517
9 O 2.898 0.388 -0.391
10 C 0.515 -0.247 0.567
11 P 1.213 -0.893 2.255
12 O -0.029 -1.649 3.216
13 Cl 2.502 -2.530 1.697
14 H -2.763 -0.921 -1.386
15 H -0.608 0.117 -4.356
16 H 3.371 -0.463 -0.627
17 H -0.520 -2.345 2.663
18 C 2.618 -0.733 6.900
19 C 3.308 0.238 5.964
20 O 2.566 0.361 4.759
21 H 2.518 -1.717 6.428
22 H 3.179 -0.843 7.831
23 H 1.605 -0.390 7.136
24 H 4.311 -0.121 5.713
25 H 3.400 1.227 6.423
26 H 1.681 0.688 4.993
27 C -2.641 -5.404 4.450
28 C -1.951 -4.434 3.514
29 O -2.692 -4.310 2.310
30 H -2.741 -6.388 3.979
31 H -2.079 -5.514 5.382
32 H -3.653 -5.061 4.687
33 H -0.948 -4.792 3.263
34 H -1.859 -3.445 3.973
35 H -3.578 -3.984 2.543
36 C 6.094 -3.795 3.846
37 C 5.380 -4.126 5.140
38 O 4.175 -3.380 5.234
39 H 6.320 -2.725 3.794
40 H 7.027 -4.358 3.760
41 H 5.461 -4.029 2.984
42 H 6.007 -3.870 5.999
43 H 5.139 -5.192 5.194
44 H 3.622 -3.621 4.471
45 C 0.989 -1.100 -8.029
46 C 0.021 -0.930 -6.877
47 O 0.221 0.333 -6.258
48 H 2.023 -1.023 -7.678
49 H 0.852 -2.070 -8.514
50 H 0.847 -0.310 -8.774
51 H 0.182 -1.707 -6.124
52 H -1.015 -0.992 -7.222
53 H 0.068 1.017 -6.933
54 C -2.982 2.217 -9.229
55 C -2.352 2.126 -7.854
56 O -1.007 2.579 -7.906
57 H -2.419 1.615 -9.950
58 H -4.017 1.867 -9.208
59 H -2.966 3.249 -9.595
60 H -2.350 1.090 -7.502
61 H -2.901 2.735 -7.130
62 H -1.021 3.502 -8.211
63 C -5.145 3.782 -3.859
64 C -4.455 4.753 -4.794
65 O -5.196 4.877 -5.999
66 H -5.245 2.799 -4.330
67 H -4.583 3.672 -2.927
68 H -6.157 4.126 -3.622
69 H -3.452 4.395 -5.046
70 H -4.363 5.742 -4.336
71 H -6.082 5.203 -5.766
72 C -6.942 3.187 0.449
73 C -6.251 4.158 -0.486
74 O -6.993 4.282 -1.691
75 H -7.041 2.204 -0.022
76 H -6.380 3.077 1.381
77 H -7.954 3.531 0.686
78 H -5.248 3.800 -0.738
79 H -6.159 5.147 -0.027
80 H -7.879 4.608 -1.457
81 C 7.636 0.654 7.340
82 C 7.879 -0.491 6.379
83 O 7.191 -1.651 6.824
84 H 7.977 0.390 8.347
85 H 8.163 1.556 7.014
86 H 6.567 0.878 7.415
87 H 8.946 -0.726 6.324
88 H 7.529 -0.239 5.373
89 H 6.244 -1.434 6.860

The net charge is 0. Its spin multiplicity is 1. The HOMO-LUMO gap is 7.21 eV. As for the SMILES: O=C1C=C(O)C(=O)C(O)=C1P(O)Cl.CCO.CCO.CCO.CCO.CCO.CCO.CCO.CCO. Its max |F| is 8.39 eV/A.

Record 3
Entry from the Open Molecules 2025 dataset: a cluster of 3 separate species, C22H52F3O9P3Si in total (the ωB97M-V functional and the def2-TZVPD basis).

Cartesian coordinates (Å):
1 C 0.463 2.232 3.564
2 C 0.343 3.273 2.345
3 P -1.125 3.000 1.188
4 C -1.736 1.217 1.182
5 C -2.098 0.801 -0.321
6 Si -2.741 4.454 1.501
7 C -4.171 3.852 2.610
8 C -5.521 3.479 1.849
9 C -6.219 2.178 2.494
10 C -7.800 2.254 2.395
11 O -8.294 2.598 1.096
12 C -7.772 1.744 0.064
13 C -3.279 5.101 -0.234
14 F -2.927 4.178 -1.214
15 F -2.488 6.237 -0.509
16 F -4.586 5.537 -0.338
17 H -0.287 1.399 3.536
18 H 1.529 1.847 3.575
19 H 0.365 2.847 4.515
20 H 1.311 3.256 1.751
21 H 0.261 4.312 2.778
22 H -1.012 0.464 1.595
23 H -2.728 1.187 1.741
24 H -2.550 -0.239 -0.361
25 H -2.892 1.484 -0.764
26 H -1.212 0.850 -1.015
27 H -2.127 5.610 2.196
28 H -3.866 2.975 3.264
29 H -4.421 4.712 3.313
30 H -6.270 4.322 1.978
31 H -5.365 3.221 0.756
32 H -5.838 2.077 3.553
33 H -5.788 1.297 1.916
34 H -8.208 1.285 2.810
35 H -8.154 3.079 3.092
36 H -8.659 1.463 -0.593
37 H -7.325 0.782 0.441
38 H -7.067 2.322 -0.607
39 O -0.304 -0.850 -6.444
40 P 0.986 -0.933 -5.631
41 O 0.829 -2.490 -5.080
42 C 0.894 -3.560 -6.008
43 C 2.306 -3.778 -6.520
44 O 0.456 -0.132 -4.285
45 C -0.687 0.719 -4.341
46 C -1.952 -0.042 -3.989
47 O 2.537 -0.859 -4.905
48 C 3.656 -0.517 -5.719
49 C 3.381 0.621 -6.680
50 H 0.203 -3.390 -6.838
51 H 0.561 -4.458 -5.482
52 H 2.601 -2.960 -7.187
53 H 2.379 -4.710 -7.084
54 H 3.020 -3.807 -5.694
55 H -0.764 1.201 -5.317
56 H -0.533 1.516 -3.608
57 H -2.043 -0.974 -4.551
58 H -2.837 0.566 -4.186
59 H -1.945 -0.318 -2.931
60 H 3.998 -1.404 -6.261
61 H 4.464 -0.229 -5.041
62 H 2.615 0.344 -7.415
63 H 4.288 0.886 -7.227
64 H 3.019 1.502 -6.146
65 O 5.879 -2.312 3.320
66 P 4.460 -2.856 3.470
67 O 3.667 -1.598 2.738
68 C 3.838 -1.389 1.347
69 C 3.121 -2.449 0.530
70 O 4.236 -2.392 5.042
71 C 5.349 -2.122 5.890
72 C 5.722 -0.651 5.850
73 O 2.943 -3.637 3.631
74 C 2.791 -4.949 3.096
75 C 3.972 -5.857 3.371
76 H 4.901 -1.355 1.090
77 H 3.412 -0.410 1.118
78 H 3.634 -3.412 0.619
79 H 3.100 -2.179 -0.528
80 H 2.096 -2.584 0.881
81 H 6.197 -2.761 5.635
82 H 5.052 -2.388 6.908
83 H 5.819 -0.280 4.827
84 H 6.666 -0.476 6.371
85 H 4.942 -0.050 6.325
86 H 2.597 -4.886 2.022
87 H 1.895 -5.376 3.555
88 H 4.878 -5.490 2.874
89 H 3.773 -6.865 3.002
90 H 4.183 -5.907 4.442

Its energy relative to the best compared isomer or geometry (same formula, charge and spin) is 602.84 kJ/mol. The net charge is 0. Its spin multiplicity is 1. The HOMO-LUMO gap is 6.46 eV. As for the SMILES: CCP(CC)[Si@H](CCCCOC)C(F)(F)F.CCOP(=O)(OCC)OCC.CCOP(=O)(OCC)OCC. Its max |F| is 9.02 eV/A.

Record 4
Entry from the Open Molecules 2025 dataset: a cluster of 3 separate species, C22H52FNO5SSi4 in total (the ωB97M-V functional and the def2-TZVPD basis).

Cartesian coordinates (Å):
1 C -1.819 -0.297 1.384
2 C -2.077 0.299 0.189
3 C -1.327 1.494 -0.327
4 C -1.835 2.756 0.394
5 C -3.327 2.977 0.190
6 O -3.849 3.561 1.383
7 C -5.046 4.213 1.251
8 C -6.236 3.397 0.754
9 C -6.265 1.961 1.249
10 F -5.851 1.880 2.568
11 O -4.955 5.358 0.337
12 C -4.004 6.187 0.616
13 N -3.119 6.891 0.823
14 O -1.211 3.944 -0.042
15 C 0.194 3.941 -0.087
16 S 1.028 3.348 1.402
17 H -0.859 -0.774 1.580
18 H -2.551 -0.362 2.185
19 H -2.890 -0.066 -0.444
20 H -1.498 1.616 -1.403
21 H -0.257 1.335 -0.147
22 H -1.707 2.592 1.470
23 H -3.432 3.655 -0.662
24 H -3.839 2.051 -0.070
25 H -5.283 4.606 2.239
26 H -6.319 3.427 -0.334
27 H -7.130 3.889 1.142
28 H -7.293 1.597 1.209
29 H -5.659 1.281 0.652
30 H 0.556 3.368 -0.943
31 H 0.491 4.974 -0.250
32 H 1.291 4.488 2.049
33 O 5.428 -0.680 3.607
34 Si 6.870 -0.526 4.385
35 C 6.604 -0.423 6.233
36 C 7.751 1.024 3.819
37 C 7.946 -2.001 4.012
38 Si 3.999 0.114 3.404
39 C 2.886 -0.872 2.279
40 C 4.285 1.793 2.639
41 C 3.144 0.343 5.051
42 H 6.066 0.486 6.508
43 H 7.565 -0.415 6.754
44 H 6.029 -1.278 6.594
45 H 7.859 1.038 2.732
46 H 8.748 1.078 4.261
47 H 7.202 1.921 4.113
48 H 8.143 -2.088 2.941
49 H 7.478 -2.929 4.345
50 H 8.904 -1.901 4.526
51 H 3.338 -1.012 1.296
52 H 1.939 -0.343 2.147
53 H 2.670 -1.858 2.697
54 H 4.844 2.450 3.309
55 H 3.321 2.257 2.422
56 H 4.844 1.711 1.704
57 H 3.716 1.004 5.706
58 H 3.019 -0.613 5.564
59 H 2.156 0.784 4.906
60 O -1.414 -2.694 -4.842
61 Si -1.956 -3.200 -6.312
62 C -3.822 -3.088 -6.390
63 C -1.449 -4.974 -6.616
64 C -1.231 -2.128 -7.652
65 Si -1.548 -3.054 -3.242
66 C -0.516 -1.870 -2.242
67 C -0.961 -4.799 -2.915
68 C -3.330 -2.907 -2.689
69 H -4.292 -3.782 -5.689
70 H -4.174 -3.334 -7.394
71 H -4.164 -2.080 -6.147
72 H -0.370 -5.097 -6.505
73 H -1.724 -5.280 -7.627
74 H -1.939 -5.653 -5.914
75 H -0.141 -2.179 -7.655
76 H -1.520 -1.082 -7.525
77 H -1.589 -2.461 -8.628
78 H 0.539 -1.930 -2.514
79 H -0.609 -2.105 -1.180
80 H -0.850 -0.840 -2.392
81 H -1.609 -5.533 -3.399
82 H -0.962 -5.005 -1.843
83 H 0.054 -4.946 -3.290
84 H -3.961 -3.654 -3.174
85 H -3.734 -1.920 -2.928
86 H -3.404 -3.054 -1.609

The net charge is 0. Its spin multiplicity is 1. The HOMO-LUMO gap is 8.74 eV. As for the SMILES: C=CC[C@H](CO[C@H](CCF)OC#N)OCS.C[Si](C)(C)O[Si](C)(C)C.C[Si](C)(C)O[Si](C)(C)C. Its max |F| is 1.90 eV/A.